A:
A 2-piece molecular cluster, C3H3NO2 overall, computed with wB97M-V/def2-TZVPD.

Computed properties:
- Highest occupied orbital energy (spin up / spin down): -9.199 / -7.001 eV
- E_LUMO (spin up / spin down): -0.2362 / -0.7862 eV
- Orbital gap (spin up / spin down): 8.96 / 6.22 eV

Geometry as XYZ:
```
9
C3H3NO2, DFT wB97M-V/def2-TZVPD
C -2.37 -0.79 -0.02
C -1.51 0.08 0.08
C -0.65 1.04 -0.14
N 2.04 -0.22 0.04
O 0.20 1.82 -0.06
O 0.82 -0.81 -0.22
H -2.99 -1.64 -0.02
H 2.10 0.07 1.03
H 2.38 0.44 -0.68
```

Löwdin atomic charge list, values in e, 5 entries: 0.182 -0.135 -0.214 -0.025 0.155

***

B:
A 2-piece molecular cluster, C3H3NO2 overall, computed with wB97M-V/def2-TZVPD.

Computed properties:
- SMILES: N#CC(=O)C=O.[H][H]
- Highest occupied orbital energy: -11.031 eV
- E_LUMO: -1.7928 eV
- Orbital gap: 9.24 eV

Geometry as XYZ:
```
9
C3H3NO2, DFT wB97M-V/def2-TZVPD
O -0.22 -1.35 1.01
C -0.27 -0.34 0.35
C -0.22 -0.31 -1.20
O -0.29 -1.34 -1.80
C -0.65 0.98 0.92
N -1.09 1.97 1.32
H 1.38 -0.46 0.73
H 1.53 0.18 0.35
H -0.18 0.69 -1.69
```

Löwdin atomic charge list, values in e, 5 entries: 0.082 -0.492 -0.188 0.125 -0.132

***

Relative energies, unit hartree: A 0.1073; B 0.0000

***

A:
A 2-piece molecular cluster, C3H3NO2 overall, computed with wB97M-V/def2-TZVPD.

Computed properties:
- SMILES: O=C=O.CC#N
- Highest occupied orbital energy: -11.339 eV
- E_LUMO: 0.5185 eV
- Orbital gap: 11.86 eV

Geometry as XYZ:
```
9
C3H3NO2, DFT wB97M-V/def2-TZVPD
C 0.08 -0.35 1.42
C -1.75 -2.92 1.46
C 0.54 -0.26 0.04
N -0.02 -0.64 2.52
O -1.90 -3.93 1.97
O -1.56 -1.96 0.87
H 1.23 0.59 0.03
H -0.23 -0.05 -0.87
H 0.95 -1.24 -0.19
```

Löwdin atomic charge list, values in e, 5 entries: -0.325 -0.418 -0.088 0.149 0.231

***

B:
A 2-piece molecular cluster, C3H3NO2 overall, computed with wB97M-V/def2-TZVPD.

Computed properties:
- Highest occupied orbital energy: -9.383 eV
- E_LUMO: -0.1365 eV
- Orbital gap: 9.25 eV

Geometry as XYZ:
```
9
C3H3NO2, DFT wB97M-V/def2-TZVPD
O 1.56 -0.11 -0.05
C 0.69 0.83 -0.29
C 0.73 2.02 -1.04
O -0.53 0.85 -0.04
C -1.48 -1.86 0.51
N -0.37 -2.16 0.56
H 1.09 -0.90 0.29
H 0.81 2.90 -0.39
H -2.51 -1.57 0.46
```

Löwdin atomic charge list, values in e, 5 entries: 0.137 -0.686 0.257 0.043 -0.015

***

Relative energies, unit hartree: A 0.0000; B 0.1486

***

A:
One molecule with the formula C3H3NO2, computed with wB97M-V/def2-TZVPD.

Computed properties:
- SMILES: [H]/N=C\OC=C=O
- Highest occupied orbital energy: -9.263 eV
- E_LUMO: -0.2280 eV
- Orbital gap: 9.04 eV

Geometry as XYZ:
```
9
C3H3NO2, DFT wB97M-V/def2-TZVPD
C 1.37 -0.63 -0.18
C -2.05 0.15 -0.04
C -0.80 0.07 0.40
N 1.80 0.47 -0.44
O -3.18 0.41 -0.07
O 0.11 -0.95 0.01
H 2.02 -1.49 -0.38
H 1.24 1.29 -0.53
H -0.52 0.67 1.22
```

Löwdin atomic charge list, values in e, 5 entries: -0.387 -0.119 -0.099 0.134 0.196

***

B:
One molecule with the formula C3H3NO2, computed with wB97M-V/def2-TZVPD.

Computed properties:
- Highest occupied orbital energy: -11.238 eV
- E_LUMO: 0.1936 eV
- Orbital gap: 11.43 eV

Geometry as XYZ:
```
9
C3H3NO2, DFT wB97M-V/def2-TZVPD
O -0.09 1.79 0.49
C 0.27 0.45 0.52
C -0.56 -0.42 -0.40
O -1.27 -0.06 -1.29
C 0.54 -2.40 -0.61
N -0.37 -1.83 -0.10
H 0.06 2.13 -0.41
H 1.34 0.27 0.28
H 0.11 0.07 1.54
```

Löwdin atomic charge list, values in e, 5 entries: -0.022 -0.206 -0.453 0.155 0.112

***

Relative energies, unit hartree: A 0.0249; B 0.0000

***

A:
One molecule with the formula C5H14N2, computed with wB97M-V/def2-TZVPD.

Computed properties:
- SMILES: CC(C)[C@@H](N)CN
- Highest occupied orbital energy: -8.679 eV
- E_LUMO: 1.0105 eV
- Orbital gap: 9.69 eV

Geometry as XYZ:
```
21
C5H14N2, DFT wB97M-V/def2-TZVPD
N -1.45 1.22 0.07
C -0.29 0.46 0.54
C 0.97 0.62 -0.35
C 0.48 0.65 -1.93
C 1.95 -0.42 0.01
C -0.69 -0.94 0.83
N -1.95 -1.19 1.61
H -1.95 0.49 -0.41
H -1.19 2.02 -0.55
H 0.03 0.91 1.51
H 1.34 1.62 -0.19
H 0.26 1.71 -2.11
H 1.28 0.30 -2.55
H -0.47 0.14 -2.18
H 2.75 -0.61 -0.76
H 2.43 -0.30 0.97
H 1.55 -1.44 0.17
H -0.65 -1.52 -0.11
H 0.08 -1.39 1.47
H -2.66 -0.45 1.60
H -1.83 -1.87 2.37
```

Löwdin atomic charge list, values in e, 5 entries: 0.035 -0.439 -0.342 -0.041 -0.112

***

B:
A 2-piece molecular cluster, C5H14N2 overall, computed with wB97M-V/def2-TZVPD.

Computed properties:
- Highest occupied orbital energy: -7.766 eV
- E_LUMO: 0.7779 eV
- Orbital gap: 8.54 eV

Geometry as XYZ:
```
21
C5H14N2, DFT wB97M-V/def2-TZVPD
C -1.05 0.31 -0.76
C 0.08 0.33 -1.80
C -1.83 -1.00 -0.81
C 0.15 1.61 0.89
N -0.63 0.55 0.63
H -1.74 1.13 -1.00
H -2.26 -1.16 -1.80
H 0.63 1.27 -1.80
H 0.80 -0.47 -1.60
H -0.32 0.18 -2.80
H -2.63 -0.99 -0.08
H -1.17 -1.85 -0.60
H 0.44 2.30 0.09
H 0.08 2.04 1.89
C 1.25 -1.17 1.25
N 2.09 -0.10 1.41
H 1.56 0.86 1.05
H 2.22 0.12 2.40
H 1.37 -1.73 0.32
H 1.01 -1.77 2.12
H -0.03 -0.46 1.01
```

Löwdin atomic charge list, values in e, 5 entries: -0.442 -0.062 -0.071 -0.126 -0.106

***

C:
One molecule with the formula C5H14N2, computed with wB97M-V/def2-TZVPD.

Computed properties:
- SMILES: C[C@H](N)CN(C)C
- Highest occupied orbital energy: -8.611 eV
- E_LUMO: 1.0822 eV
- Orbital gap: 9.69 eV

Geometry as XYZ:
```
21
C5H14N2, DFT wB97M-V/def2-TZVPD
N -2.59 -0.32 0.53
C -1.29 -0.52 -0.12
C -1.27 -0.08 -1.58
C -0.23 0.24 0.69
N 1.11 0.12 0.02
C 1.83 -1.02 0.56
C 1.89 1.36 0.26
H -3.23 -1.03 0.17
H -3.01 0.54 0.18
H -0.97 -1.54 -0.11
H -1.32 1.01 -1.64
H -0.42 -0.48 -2.10
H -2.15 -0.45 -2.10
H -0.49 1.30 0.62
H -0.11 -0.10 1.72
H 1.85 -1.02 1.66
H 2.84 -1.03 0.15
H 1.34 -1.94 0.22
H 1.45 2.12 -0.38
H 1.85 1.67 1.31
H 2.91 1.17 -0.04
```

Löwdin atomic charge list, values in e, 5 entries: 0.030 -0.452 -0.070 -0.182 -0.271

***

Relative energies, unit hartree: A 0.0216; B 0.0924; C 0.0000

***

A:
One molecule with the formula C5H14N2, computed with wB97M-V/def2-TZVPD.

Computed properties:
- SMILES: CC[C@H](CN)NC
- Highest occupied orbital energy: -8.199 eV
- E_LUMO: 1.1124 eV
- Orbital gap: 9.31 eV

Geometry as XYZ:
```
21
C5H14N2, DFT wB97M-V/def2-TZVPD
C 2.20 0.36 -0.73
N 0.81 0.68 -1.03
C -0.72 1.81 1.24
C -0.62 0.33 1.06
C -0.32 0.01 -0.39
C -0.23 -1.47 -0.67
N -1.31 -2.28 -0.23
H 2.74 -0.28 -1.52
H 2.33 -0.28 0.23
H 2.80 1.31 -0.57
H 0.68 1.56 -1.36
H -1.54 2.04 1.95
H -1.27 1.94 0.30
H 0.12 2.54 1.28
H 0.11 -0.05 1.70
H -1.56 -0.21 1.14
H -1.24 0.33 -1.03
H -0.16 -1.74 -1.68
H 0.63 -1.87 -0.14
H -2.24 -1.89 -0.13
H -1.21 -2.83 0.60
```

Löwdin atomic charge list, values in e, 5 entries: -0.143 -0.086 -0.106 -0.247 -0.387

***

B:
A 2-piece molecular cluster, C5H14N2 overall, computed with wB97M-V/def2-TZVPD.

Computed properties:
- SMILES: C=NCC.CCN
- Highest occupied orbital energy: -9.059 eV
- E_LUMO: 1.1505 eV
- Orbital gap: 10.21 eV

Geometry as XYZ:
```
21
C5H14N2, DFT wB97M-V/def2-TZVPD
C 0.32 2.01 -0.37
C -0.94 2.82 -0.12
N -2.11 1.99 -0.41
H 0.28 1.56 -1.37
H 1.22 2.62 -0.34
H 0.39 1.19 0.34
H -0.93 3.19 0.92
H -0.97 3.71 -0.76
H -2.00 1.11 0.08
H -2.96 2.42 -0.06
C 2.40 -1.25 0.51
C 1.29 -2.21 0.15
C -1.03 -2.23 -0.02
N -0.02 -1.55 0.25
H 3.37 -1.73 0.47
H 2.40 -0.40 -0.19
H 2.27 -0.86 1.52
H 1.31 -3.07 0.82
H 1.42 -2.57 -0.88
H -1.02 -3.29 -0.32
H -2.01 -1.75 0.04
```

Löwdin atomic charge list, values in e, 5 entries: -0.130 -0.359 -0.024 0.074 0.067

***

Relative energies, unit hartree: A 0.0292; B 0.0000